1.
{
  "formula": "C9H18F4InN3O9S4",
  "method": "ωB97M-V/def2-TZVPD",
  "homo_lumo_gap_ev": 3.35,
  "de_lowest_kcal_mol": 0.0,
  "fmax_ha_per_bohr": 0.1991,
  "energy_ev": -91897.3422,
  "homo_ev": -9.8,
  "charge": 0,
  "lumo_energy_ev": -6.44,
  "symbols": ["In", "C", "C", "C", "C", "C", "C", "N", "O", "C", "C", "C", "H", "H", "H", "H", "H", "H", "H", "H", "H", "H", "H", "H", "H", "H", "H", "H", "H", "H", "N", "S", "O", "O", "F", "S", "O", "O", "F", "N", "S", "O", "O", "F", "S", "O", "O", "F"],
  "xyz": [[-0.42, 1.06, 2.31], [-1.07, -1.99, 0.36], [-1.15, -1.36, -1.04], [-2.66, -1.53, -1.40], [-3.04, -0.79, -2.72], [-2.57, 0.63, -2.77], [-1.11, 0.85, -2.34], [-0.83, 0.07, -1.08], [0.46, 0.30, -0.61], [-1.03, 2.38, -2.06], [-0.17, 0.43, -3.50], [-0.34, -2.36, -1.93], [-1.51, -1.30, 1.07], [-0.02, -2.15, 0.58], [-1.50, -3.00, 0.40], [-3.28, -1.09, -0.62], [-2.90, -2.58, -1.53], [-4.12, -0.88, -2.83], [-2.72, -1.34, -3.61], [-3.28, 1.17, -2.13], [-2.82, 0.93, -3.79], [-0.02, 2.67, -1.77], [-1.74, 2.75, -1.33], [-1.38, 2.95, -2.93], [-0.72, -0.14, -4.25], [0.68, -0.12, -3.08], [0.19, 1.30, -4.05], [-0.44, -3.35, -1.50], [0.67, -2.01, -2.12], [-0.73, -2.43, -2.95], [0.88, -1.21, 3.28], [1.06, -2.23, 4.47], [1.72, -1.69, 5.64], [1.24, -3.66, 4.21], [-0.50, -2.21, 4.90], [2.31, -1.68, 2.54], [2.12, -2.78, 1.61], [3.59, -1.45, 3.16], [2.24, -0.45, 1.50], [1.86, 2.66, 2.32], [2.44, 3.77, 1.49], [3.43, 3.36, 0.50], [2.54, 5.08, 2.09], [1.18, 4.01, 0.50], [3.22, 2.55, 3.37], [3.35, 3.52, 4.40], [4.43, 1.87, 2.93], [2.45, 1.46, 4.29]],
  "mulliken_charge": [0.987, -1.771, 1.244, -1.134, -0.783, -1.292, 1.585, 0.894, -0.129, -1.933, -1.454, -1.480, 0.218, 0.436, 0.481, 0.429, 0.400, 0.430, 0.345, 0.451, 0.395, 0.536, 0.421, 0.450, 0.350, 0.244, 0.461, 0.419, 0.334, 0.405, -0.028, 0.797, -0.565, -0.561, -0.326, 1.089, -0.597, -0.557, -0.221, -0.066, 0.956, -0.596, -0.608, -0.307, 0.995, -0.561, -0.522, -0.263]
}

2.
{
  "formula": "C3H6N2O",
  "method": "ωB97M-V/def2-TZVPD",
  "homo_lumo_gap_ev": 10.45,
  "de_lowest_kcal_mol": 47.6,
  "fmax_ha_per_bohr": 0.0315,
  "energy_ev": -8234.6352,
  "homo_ev": -9.5,
  "charge": 0,
  "lumo_energy_ev": 0.95,
  "smiles": "C/N=C/N=C/O",
  "symbols": ["C", "N", "C", "N", "C", "O", "H", "H", "H", "H", "H", "H"],
  "xyz": [[-2.28, -0.15, -0.66], [-1.04, -0.69, -0.16], [-0.08, 0.13, -0.06], [1.12, -0.34, 0.41], [2.19, 0.32, 0.60], [3.15, -0.47, 1.07], [-3.06, -0.31, 0.10], [-2.23, 0.92, -0.90], [-2.58, -0.71, -1.55], [-0.13, 1.19, -0.32], [2.43, 1.37, 0.43], [2.51, -1.25, 1.05]],
  "mulliken_charge": [-0.621, -0.368, -0.060, -0.387, 0.188, -0.517, 0.232, 0.308, 0.231, 0.144, 0.368, 0.484]
}

3.
{
  "formula": "C14H33F6MnN3O9S2",
  "method": "ωB97M-V/def2-TZVPD",
  "homo_lumo_gap_ev": [8.41, 9.96],
  "s_squared": 8.753,
  "de_lowest_kcal_mol": 79.7,
  "fmax_ha_per_bohr": 0.0832,
  "energy_ev": -107246.6482,
  "homo_ev": [-8.1, -9.6],
  "charge": 0,
  "lumo_energy_ev": [0.32, 0.31],
  "multiplicity": 6,
  "symbols": ["Mn", "C", "F", "F", "F", "S", "O", "O", "O", "C", "F", "F", "F", "S", "O", "O", "O", "C", "C", "C", "O", "C", "N", "H", "H", "H", "H", "H", "H", "H", "H", "H", "H", "H", "C", "C", "C", "O", "C", "N", "H", "H", "H", "H", "H", "H", "H", "H", "H", "H", "H", "C", "C", "C", "O", "C", "N", "H", "H", "H", "H", "H", "H", "H", "H", "H", "H", "H"],
  "xyz": [[0.12, 0.40, -0.28], [3.32, -2.22, 1.55], [3.59, -3.17, 0.56], [2.14, -2.59, 2.10], [4.27, -2.21, 2.49], [3.16, -0.56, 0.70], [3.07, 0.49, 1.76], [4.38, -0.52, -0.11], [1.87, -0.57, -0.08], [-2.78, 4.17, -0.94], [-3.79, 4.84, -0.36], [-3.13, 3.96, -2.23], [-1.67, 4.90, -0.78], [-2.54, 2.48, 0.03], [-3.71, 1.61, -0.26], [-1.35, 1.75, -0.37], [-2.47, 2.92, 1.41], [-1.59, -3.75, 0.35], [-0.55, -2.75, -0.23], [0.01, -3.11, -1.68], [1.01, -2.05, -1.86], [2.06, -2.61, -2.52], [-1.11, -1.39, -0.19], [-2.29, -4.09, -0.41], [-2.09, -3.21, 1.16], [-1.22, -4.69, 0.76], [0.33, -2.85, 0.41], [-0.65, -2.94, -2.53], [0.42, -4.11, -1.58], [2.76, -1.84, -2.86], [1.90, -3.27, -3.37], [2.67, -3.12, -1.78], [-1.56, -1.37, 0.71], [-1.95, -1.36, -0.74], [0.21, -0.24, 4.13], [-0.44, -0.32, 2.75], [-1.98, -0.25, 2.83], [-2.74, -0.80, 1.76], [-4.09, -0.54, 1.78], [0.15, 0.77, 1.94], [1.22, 0.14, 4.01], [0.19, -1.20, 4.64], [-0.34, 0.46, 4.76], [-0.15, -1.24, 2.25], [-2.23, 0.81, 2.98], [-2.41, -0.73, 3.71], [-4.65, -1.02, 0.98], [-4.29, 0.52, 1.88], [-4.61, -0.94, 2.65], [1.13, 0.78, 2.19], [-0.04, 1.61, 2.47], [1.42, 1.52, -4.30], [1.59, 1.26, -2.76], [1.63, 2.48, -1.86], [1.27, 2.29, -0.50], [1.43, 3.49, 0.24], [0.37, 0.51, -2.35], [2.21, 2.22, -4.55], [0.44, 1.92, -4.57], [1.59, 0.71, -5.00], [2.45, 0.61, -2.61], [0.94, 3.25, -2.20], [2.57, 3.02, -1.92], [1.57, 3.21, 1.28], [0.45, 3.97, 0.30], [2.16, 4.22, -0.08], [0.68, -0.41, -2.62], [-0.35, 0.72, -3.03]],
  "mulliken_charge": [1.226, 0.662, -0.244, -0.198, -0.211, 1.199, -0.811, -0.675, -0.598, 0.483, -0.204, -0.229, -0.201, 1.348, -0.702, -1.022, -0.751, -1.528, 1.242, -1.144, -0.011, -0.998, 0.132, 0.384, 0.306, 0.383, -0.366, 0.342, 0.462, 0.272, 0.314, 0.303, -0.337, 0.406, -1.625, 0.506, -0.926, -0.245, -0.995, -0.023, 0.471, 0.382, 0.413, -0.314, 0.424, 0.588, 0.335, 0.331, 0.298, -0.074, 0.435, -1.527, 0.472, -1.242, 0.596, -1.075, -0.164, 0.411, 0.381, 0.358, 0.170, 0.423, 0.534, 0.257, 0.215, 0.454, 0.247, 0.275]
}

4.
{
  "formula": "CO3S3",
  "method": "ωB97M-V/def2-TZVPD",
  "homo_lumo_gap_ev": 8.77,
  "de_lowest_kcal_mol": 24.8,
  "fmax_ha_per_bohr": 0.1150,
  "energy_ev": -39683.0444,
  "homo_ev": -10.8,
  "charge": 0,
  "lumo_energy_ev": -1.99,
  "symbols": ["C", "O", "O", "O", "S", "S", "S"],
  "xyz": [[0.23, 0.31, -1.74], [-0.86, 0.91, 0.80], [-0.92, -1.35, 1.41], [1.13, -0.07, 1.88], [-0.68, 0.87, -2.85], [1.19, -0.46, -0.74], [-0.08, -0.21, 1.23]],
  "mulliken_charge": [0.675, -0.496, -0.443, -0.457, -0.163, -0.212, 1.096]
}

5.
{
  "formula": "C21H36FNO5P",
  "method": "ωB97M-V/def2-TZVPD",
  "homo_lumo_gap_ev": 7.71,
  "fmax_ha_per_bohr": 0.0954,
  "energy_ev": -46088.1827,
  "homo_ev": -4.9,
  "charge": -1,
  "lumo_energy_ev": 2.81,
  "symbols": ["C", "C", "O", "O", "C", "C", "C", "C", "C", "P", "N", "F", "C", "C", "O", "C", "C", "C", "C", "C", "C", "C", "C", "C", "O", "C", "C", "C", "O", "H", "H", "H", "H", "H", "H", "H", "H", "H", "H", "H", "H", "H", "H", "H", "H", "H", "H", "H", "H", "H", "H", "H", "H", "H", "H", "H", "H", "H", "H", "H", "H", "H", "H", "H", "H"],
  "xyz": [[-2.22, -4.18, 1.60], [-1.74, -4.70, 0.17], [-1.11, -5.80, 0.15], [-1.90, -4.03, -1.06], [-3.27, -3.61, -1.31], [-3.42, -2.34, -2.27], [-3.35, -0.92, -1.46], [-1.76, -0.57, -1.34], [-1.62, 0.55, -0.17], [0.17, 0.83, 0.46], [1.88, 1.06, 0.88], [0.75, -0.01, -0.99], [0.21, 2.43, -0.63], [1.70, 2.91, -1.02], [2.39, 3.76, -0.41], [2.38, 2.30, -2.37], [3.56, 1.30, -2.39], [4.11, 0.88, -3.80], [3.50, 1.45, -5.13], [2.28, 2.44, -5.10], [1.76, 2.85, -3.71], [0.05, -0.92, 1.28], [1.00, -1.17, 2.52], [2.40, -1.90, 2.21], [0.27, -2.10, 3.42], [-0.51, 1.74, 2.00], [0.16, 3.13, 2.38], [0.64, 3.04, 3.94], [-0.85, 4.21, 2.37], [-3.13, -4.83, 1.90], [-1.44, -4.32, 2.43], [-2.52, -3.07, 1.63], [-3.90, -3.42, -0.38], [-3.78, -4.49, -1.86], [-2.58, -2.31, -3.05], [-4.41, -2.45, -2.83], [-3.71, -1.17, -0.39], [-3.95, -0.09, -1.96], [-1.26, -1.56, -1.07], [-1.46, -0.14, -2.35], [-2.37, 0.24, 0.64], [-2.08, 1.52, -0.64], [2.51, 0.37, 0.47], [2.07, 1.27, 1.86], [-0.24, 2.10, -1.65], [-0.47, 3.27, -0.28], [4.01, 0.90, -1.43], [4.98, 0.16, -3.94], [3.91, 1.17, -6.17], [1.84, 2.85, -6.09], [0.88, 3.58, -3.67], [-1.03, -1.18, 1.62], [0.30, -1.72, 0.48], [1.19, -0.24, 3.18], [2.86, -1.65, 1.20], [2.18, -3.04, 2.18], [3.09, -1.72, 3.10], [0.92, -2.30, 4.14], [-1.62, 1.96, 1.77], [-0.54, 1.10, 2.96], [1.09, 3.43, 1.80], [1.02, 4.05, 4.32], [1.54, 2.31, 3.93], [-0.16, 2.55, 4.60], [-1.19, 4.25, 3.30]],
  "mulliken_charge": [-0.701, 0.645, -0.617, -0.238, -0.446, -0.746, -0.533, -0.246, -1.637, 2.553, -0.739, -0.810, -0.785, 0.116, -0.662, 0.448, -0.143, -0.530, -0.321, -0.511, -0.303, -0.911, 0.445, -1.320, -0.526, -0.663, 0.598, -1.469, -0.586, 0.319, 0.243, 0.185, 0.323, 0.291, 0.314, 0.354, 0.212, 0.357, 0.098, 0.247, 0.542, 0.343, -0.049, 0.201, 0.346, 0.306, 0.334, 0.276, 0.272, 0.280, 0.294, -0.142, 0.301, 0.013, 0.297, 0.346, 0.334, 0.354, 0.187, 0.342, 0.069, 0.424, 0.264, 0.393, 0.367]
}

6.
{
  "formula": "C20H58N2O14",
  "method": "ωB97M-V/def2-TZVPD",
  "homo_lumo_gap_ev": [9.06, 3.18],
  "s_squared": 0.756,
  "de_lowest_kcal_mol": 27.8,
  "fmax_ha_per_bohr": 0.0654,
  "energy_ev": -53311.0118,
  "homo_ev": [-11.4, -11.1],
  "charge": 1,
  "lumo_energy_ev": [-2.32, -7.97],
  "multiplicity": 2,
  "symbols": ["C", "O", "C", "C", "N", "C", "C", "O", "C", "H", "H", "H", "H", "H", "H", "H", "H", "H", "H", "H", "H", "H", "H", "H", "C", "O", "C", "C", "N", "C", "C", "O", "C", "H", "H", "H", "H", "H", "H", "H", "H", "H", "H", "H", "H", "H", "H", "H", "O", "H", "H", "O", "H", "H", "C", "C", "O", "O", "H", "H", "H", "H", "H", "H", "C", "C", "O", "O", "H", "H", "H", "H", "H", "H", "C", "C", "O", "O", "H", "H", "H", "H", "H", "H", "C", "C", "O", "O", "H", "H", "H", "H", "H", "H"],
  "xyz": [[0.54, 1.79, 1.18], [1.08, 2.25, -0.11], [1.54, 3.61, -0.07], [1.98, 4.10, -1.46], [3.11, 3.31, -1.96], [2.94, 2.76, -3.29], [4.18, 1.96, -3.76], [4.05, 0.56, -3.43], [5.25, -0.20, -3.42], [1.36, 1.27, 1.68], [-0.25, 1.05, 1.07], [0.24, 2.67, 1.75], [2.41, 3.64, 0.58], [0.80, 4.29, 0.35], [2.30, 5.14, -1.46], [1.07, 4.06, -2.06], [3.43, 2.64, -1.28], [2.90, 3.55, -4.03], [2.14, 2.02, -3.35], [5.10, 2.42, -3.38], [4.25, 2.01, -4.84], [5.13, -1.28, -3.42], [5.87, 0.05, -2.55], [5.87, -0.05, -4.30], [2.63, 1.09, -8.31], [2.61, -0.07, -7.48], [1.68, 0.04, -6.42], [1.67, -1.18, -5.41], [1.51, -0.68, -4.07], [1.63, -1.77, -3.11], [1.30, -1.24, -1.73], [1.36, -2.27, -0.73], [0.94, -1.89, 0.60], [2.88, 2.05, -7.85], [1.74, 1.14, -8.95], [3.41, 0.94, -9.06], [0.71, 0.11, -6.90], [1.84, 1.00, -5.92], [2.59, -1.71, -5.64], [0.82, -1.82, -5.67], [2.29, -0.06, -3.92], [2.62, -2.20, -3.01], [0.91, -2.56, -3.34], [0.24, -0.99, -1.83], [1.91, -0.41, -1.39], [1.77, -1.35, 1.04], [0.81, -2.78, 1.22], [-0.01, -1.40, 0.82], [-2.42, -0.54, 1.89], [-3.16, -0.85, 1.37], [-1.94, -1.33, 2.12], [-4.71, -1.78, -0.05], [-4.81, -2.02, 0.88], [-5.08, -2.53, -0.52], [-4.55, -0.37, 4.70], [-3.77, -0.57, 6.01], [-4.36, -1.62, 6.73], [-3.95, 0.65, 3.89], [-5.53, 0.01, 4.98], [-4.67, -1.31, 4.16], [-3.91, 0.34, 6.59], [-2.75, -0.78, 5.72], [-4.94, -1.12, 7.31], [-3.34, 0.29, 3.25], [-1.91, 1.81, -1.69], [-2.87, 0.61, -1.69], [-4.17, 0.79, -1.11], [-0.67, 1.62, -2.41], [-1.76, 2.25, -0.71], [-2.42, 2.64, -2.20], [-2.40, -0.25, -1.20], [-2.89, 0.21, -2.71], [-4.55, -0.07, -0.90], [0.06, 1.90, -1.86], [-2.14, -3.86, 5.25], [-2.50, -3.79, 3.74], [-1.44, -3.46, 2.93], [-3.30, -3.88, 6.13], [-1.55, -2.97, 5.46], [-1.51, -4.74, 5.34], [-3.21, -2.97, 3.66], [-2.89, -4.76, 3.41], [-0.88, -4.23, 2.88], [-3.51, -2.97, 6.34], [-0.37, 0.89, 4.86], [0.41, -0.45, 4.86], [1.79, -0.22, 4.95], [-0.19, 1.62, 6.10], [-1.43, 0.77, 4.63], [-0.05, 1.52, 4.03], [0.32, -0.89, 3.87], [0.16, -1.21, 5.61], [1.93, 0.04, 5.86], [0.70, 1.95, 6.18]],
  "mulliken_charge": [-1.173, 0.114, -0.773, -0.886, 0.078, 0.071, -1.084, -0.267, -0.937, 0.408, 0.271, 0.472, 0.399, 0.610, 0.461, 0.417, 0.367, 0.347, 0.092, 0.560, 0.465, 0.288, 0.327, 0.361, -0.750, -0.376, -0.236, -0.796, 0.295, -0.918, 0.311, -0.489, -0.407, 0.272, 0.319, 0.294, 0.410, 0.163, 0.354, 0.480, -0.274, 0.279, 0.483, -0.038, 0.164, 0.363, 0.315, -0.040, -0.316, 0.166, 0.164, -0.588, 0.273, 0.266, -0.319, 0.250, -0.593, -0.506, 0.346, 0.117, 0.420, -0.393, 0.388, 0.343, -0.264, -0.325, -0.572, -0.500, 0.201, 0.381, 0.119, 0.321, 0.396, 0.097, -0.541, 0.246, -0.432, -0.603, 0.092, 0.402, -0.277, 0.398, 0.261, 0.423, 0.203, -0.176, -0.567, -0.601, 0.082, -0.013, 0.039, 0.336, 0.345, 0.349]
}